The following is a quantum chemistry calculation of a structure of composition C29H34BN11S2Ti, from the Open Molecules 2025 dataset.

Results
<S²>: 2.02
calculated total energy: -3398.6035 Eh
HOMO (spin up / spin down): -6.41 / -7.67 eV
2S+1: 3
largest force on an atom: 2.9 eV/A
relative energy (zero: lowest compared OMol25 entry of this formula, charge and spin): 26.7 kcal/mol
total charge: 0
gap between HOMO and LUMO (spin up / spin down): 0.22702 / 0.25384 Ha

Geometry (Å):
Ti 4.669 12.211 15.591
C 6.788 11.754 10.625
S 7.166 13.204 11.545
C 6.402 12.859 13.090
S 5.814 11.321 13.569
N 6.324 13.892 13.828
N 5.947 13.651 15.133
C 6.762 14.237 16.054
C 6.468 13.778 17.397
C 7.112 14.082 18.674
C 6.656 13.615 19.860
C 5.478 12.823 19.879
C 4.927 12.426 18.685
N 5.442 12.843 17.513
H 7.404 11.812 9.681
H 5.734 11.677 10.422
H 7.025 10.864 11.188
H 7.596 14.972 16.064
H 7.989 14.697 18.791
H 7.364 13.753 20.704
H 5.039 12.485 20.783
H 4.200 11.658 18.614
C 3.418 13.599 12.445
C 2.461 12.770 13.253
C 1.128 12.428 12.967
C 0.781 11.519 13.952
C -0.566 10.876 14.199
N 1.809 11.337 14.759
N 2.889 12.104 14.358
B 1.719 10.897 16.359
N 1.745 12.237 17.123
N 2.793 13.047 16.766
C 2.584 14.270 17.242
C 3.619 15.315 17.132
C 1.306 14.349 17.837
C 0.786 13.018 17.721
C -0.535 12.475 18.147
N 2.891 10.027 16.750
N 4.045 9.975 15.961
C 4.572 8.767 16.099
C 5.612 8.193 15.201
C 3.791 8.036 17.034
C 2.775 8.876 17.426
C 1.767 8.603 18.520
H 2.858 14.066 11.628
H 3.838 14.452 12.984
H 4.139 12.969 11.926
H 0.512 12.701 12.119
H -1.288 11.536 14.672
H -1.049 10.465 13.358
H -0.470 10.069 14.915
H 0.646 10.400 16.602
H 4.179 15.231 16.201
H 3.220 16.328 17.088
H 4.277 15.222 17.964
H 0.825 15.155 18.358
H -1.128 13.182 18.740
H -1.218 12.173 17.324
H -0.377 11.631 18.818
H 6.420 8.812 14.909
H 6.032 7.348 15.720
H 5.045 7.767 14.291
H 3.987 7.074 17.515
H 1.500 7.544 18.499
H 2.116 8.963 19.514
H 0.810 9.152 18.332
N 11.594 9.475 18.668
C 10.581 9.833 18.251
C 9.323 10.261 17.694
C 8.118 9.882 18.308
C 6.933 10.248 17.654
N 6.914 10.994 16.556
C 8.071 11.336 16.021
C 9.314 10.989 16.509
H 8.134 9.202 19.133
H 5.966 9.915 17.992
H 7.993 11.921 15.077
H 10.177 11.361 16.060

Forces on atoms 1 to 2 (eV/Å):
-0.774 -1.585 0.503
0.613 -0.570 -1.144

=====

The following is a quantum chemistry calculation of a structure of composition C29H34F3IrNO3P, from the Open Molecules 2025 dataset.

Results
calculated total energy: -2150.7367 Eh
HOMO: -14.68 eV
2S+1: 1
largest force on an atom: 0.5 eV/A
relative energy (zero: lowest compared OMol25 entry of this formula, charge and spin): 1.1 kcal/mol
total charge: +2
gap between HOMO and LUMO: 0.30391 Ha

Geometry (Å):
Ir -0.791 -0.671 0.056
C -2.875 -0.678 2.410
O -2.173 0.155 1.439
C -3.055 1.115 0.810
C -3.553 0.575 -0.498
O -2.382 0.393 -1.300
C -2.621 0.367 -2.714
H -3.460 -0.021 3.048
H -2.138 -1.198 3.003
H -3.526 -1.387 1.896
H -2.460 2.013 0.643
H -3.874 1.348 1.488
H -4.231 1.289 -0.971
H -4.074 -0.381 -0.381
H -3.135 1.282 -3.012
H -3.227 -0.497 -2.991
H -1.653 0.325 -3.205
C -0.293 -4.499 -0.985
C -1.204 -3.580 -1.795
C -2.409 -3.044 -1.023
C -0.462 -2.403 -2.426
C 0.671 -2.824 -3.364
O 1.804 -2.043 -2.927
C 1.468 -1.346 -1.858
N 0.244 -1.492 -1.459
C 2.533 -0.460 -1.363
C 3.780 -0.585 -1.980
C 4.822 0.262 -1.647
C 4.631 1.255 -0.701
C 3.399 1.387 -0.082
C 2.345 0.531 -0.393
P 0.825 0.858 0.521
C 1.297 0.930 2.248
C 2.429 0.266 2.715
C 2.725 0.281 4.068
C 1.895 0.952 4.955
C 0.767 1.620 4.491
C 0.462 1.606 3.142
C 0.337 2.537 0.061
C 0.791 3.632 0.799
C 0.479 4.920 0.393
C -0.280 5.128 -0.750
C -0.715 4.045 -1.501
C -0.406 2.756 -1.099
H -0.885 -5.214 -0.416
H 0.334 -3.954 -0.287
H 0.363 -5.079 -1.633
H -1.597 -4.161 -2.636
H -2.069 -2.239 -0.335
H -2.881 -3.794 -0.393
H -3.155 -2.599 -1.681
H -1.189 -1.787 -2.958
H 0.488 -2.586 -4.408
H 0.938 -3.873 -3.269
H 3.933 -1.348 -2.728
H 5.779 0.150 -2.138
H 5.438 1.927 -0.441
H 3.263 2.164 0.660
H 3.077 -0.269 2.034
H 3.605 -0.233 4.431
H 2.126 0.955 6.011
H 0.130 2.155 5.183
H -0.425 2.115 2.788
H 1.379 3.488 1.696
H 0.831 5.763 0.971
H -0.522 6.135 -1.061
H -1.288 4.208 -2.405
H -0.730 1.920 -1.699
F -0.813 -2.988 1.518
C -0.029 -1.881 1.466
F -0.038 -1.395 2.718
F 1.233 -2.301 1.246

Forces on atoms 1 to 2 (eV/Å):
-0.350 0.265 0.145
-0.099 -0.018 -0.057

=====

The following is a quantum chemistry calculation of a cluster of 2 separate species, C29H34N3 in total, from the Open Molecules 2025 dataset.

Results
calculated total energy: -1289.4728 Eh
HOMO: -8.82 eV
2S+1: 1
largest force on an atom: 2.0 eV/A
relative energy (zero: lowest compared OMol25 entry of this formula, charge and spin): 22.1 kcal/mol
total charge: +1
gap between HOMO and LUMO: 0.15689 Ha

Geometry (Å):
C -5.805 -1.502 -2.874
C -5.114 -0.300 -2.240
C -3.619 -0.184 -2.558
N -2.877 -1.446 -2.432
C -1.533 -1.427 -2.262
C -0.714 -0.377 -1.913
C 0.718 -0.685 -2.138
C 0.763 -2.231 -2.298
C -0.692 -2.681 -2.510
C -3.501 -2.655 -2.967
C -5.001 -2.786 -2.718
H -6.780 -1.643 -2.399
H -5.990 -1.310 -3.937
H -5.597 0.619 -2.588
H -5.252 -0.331 -1.154
H -3.525 0.194 -3.594
H -3.162 0.563 -1.894
H -1.065 0.612 -1.627
H 1.092 -0.234 -3.073
H 1.379 -0.344 -1.341
H 1.408 -2.510 -3.141
H 1.186 -2.703 -1.402
H -0.951 -3.473 -1.789
H -0.839 -3.097 -3.521
H -3.307 -2.708 -4.055
H -3.009 -3.525 -2.512
H -5.149 -3.190 -1.711
H -5.375 -3.545 -3.411
C 1.029 -3.574 4.025
N 1.292 -2.327 3.337
C 0.767 -1.118 3.686
C 1.203 -0.134 2.764
C 0.796 1.216 2.680
C 1.589 2.326 2.350
C 2.970 2.442 2.040
N 3.238 3.699 1.595
C 4.517 4.158 1.082
C 2.072 4.474 1.641
C 1.033 3.660 2.142
C -0.269 4.137 2.161
C -0.543 5.354 1.513
C 0.489 6.106 0.918
C 1.830 5.698 1.033
C 2.074 -0.823 1.826
C 2.107 -2.184 2.213
C 2.713 -3.166 1.448
C 3.299 -2.775 0.236
C 3.271 -1.431 -0.159
C 2.659 -0.442 0.630
H 1.436 -4.402 3.442
H 1.486 -3.582 5.023
H -0.051 -3.716 4.151
H 0.145 -1.002 4.568
H -0.208 1.468 3.037
H 3.754 1.698 2.131
H 4.367 5.129 0.605
H 5.255 4.258 1.889
H 4.902 3.435 0.352
H -1.045 3.559 2.664
H -1.569 5.724 1.463
H 0.256 7.010 0.355
H 2.662 6.269 0.626
H 2.698 -4.194 1.793
H 3.762 -3.516 -0.416
H 3.728 -1.136 -1.104
H 2.597 0.603 0.322

Forces on atoms 1 to 2 (eV/Å):
0.067 0.006 -0.229
0.169 0.037 0.342